# 1
Entry from OMol25: a 2-piece molecular cluster, C2H3ClO2S overall (the ωB97M-V functional and the def2-TZVPD basis).

Its HOMO-LUMO gap (spin up / spin down) is 7.4 / 7.4 eV. As for the total charge: 0. The lowest unoccupied orbital energy (spin up / spin down) comes out at -0.0679 / -0.0679 Ha. Its highest occupied orbital energy (spin up / spin down) is -9.258 / -9.254 eV. The calculation puts the energy above the lowest of the compared OMol25 structures with the same formula, charge and spin at 381.1 kJ/mol. As for the multiplicity: 1.

Geometry (Å):
C1 -0.228698 -0.002298 -0.777862
O1 -1.680387 1.877540 0.469147
C2 0.356603 0.354915 0.484439
H1 0.371700 0.454215 2.459038
Cl1 3.026732 1.040523 0.183167
H2 -1.175651 -0.448141 -0.760325
S1 -0.417752 1.812910 -0.290802
H3 0.430896 0.143783 -1.745793
O2 0.165828 -0.183545 1.617523

Atoms 1-2, force components in eV/Å:
2.824 1.697 -2.037
-0.205 0.667 -0.176

# 2
Entry from OMol25: a 2-piece molecular cluster, C2H3ClO2S overall (the ωB97M-V functional and the def2-TZVPD basis).

Its HOMO-LUMO gap (spin up / spin down) is 8.8 / 6.7 eV. As for the total charge: 0. The lowest unoccupied orbital energy (spin up / spin down) comes out at -0.0063 / -0.0462 Ha. Its highest occupied orbital energy (spin up / spin down) is -8.990 / -7.943 eV. The calculation puts the energy above the lowest of the compared OMol25 structures with the same formula, charge and spin at 215.2 kJ/mol. As for the multiplicity: 1.

Geometry (Å):
Cl1 -0.259568 -1.905522 2.192202
C1 -0.233533 1.235576 -0.351124
H1 -0.785096 0.615813 -1.212977
O1 2.149750 0.876045 0.085505
H2 -0.914766 1.184412 0.549624
O2 -1.048547 -2.571461 -0.561876
S1 0.188844 -2.328992 0.138044
H3 -0.120492 2.314810 -0.717907
C2 1.023408 0.579319 -0.121490

Atoms 1-2, force components in eV/Å:
0.157 -0.114 -0.749
-2.854 0.604 -2.130

# 3
Entry from OMol25: a 2-piece molecular cluster, C2H3ClO2S overall (the ωB97M-V functional and the def2-TZVPD basis).

Its HOMO-LUMO gap (spin up / spin down) is 5.7 / 5.7 eV. As for the total charge: 0. The lowest unoccupied orbital energy (spin up / spin down) comes out at -0.0652 / -0.0652 Ha. Its highest occupied orbital energy (spin up / spin down) is -7.429 / -7.429 eV. The calculation puts the energy above the lowest of the compared OMol25 structures with the same formula, charge and spin at 352.9 kJ/mol. As for the multiplicity: 1.

Geometry (Å):
H1 -0.743500 -2.102750 -0.129664
O1 -1.627715 2.025902 1.078672
C1 -0.269542 -1.135692 0.014220
S1 1.484241 0.872264 -1.567318
H2 0.704885 -1.291440 0.370974
O2 -1.156483 -0.231729 0.720273
Cl1 2.890056 1.555067 -0.246049
H3 -0.106148 -0.684702 -1.029832
C2 -1.175793 0.993079 0.788724

Atoms 1-2, force components in eV/Å:
-0.701 0.274 0.654
1.178 -2.181 -0.399

# 4
Entry from OMol25: a 2-piece molecular cluster, C2H3ClO2S overall (the ωB97M-V functional and the def2-TZVPD basis).

Its HOMO-LUMO gap (spin up / spin down) is 8.7 / 7.8 eV. As for the total charge: 0. The lowest unoccupied orbital energy (spin up / spin down) comes out at 0.0209 / -0.1048 Ha. The expectation value of S² is 2.010. Its highest occupied orbital energy (spin up / spin down) is -8.149 / -10.652 eV. The calculation puts the energy above the lowest of the compared OMol25 structures with the same formula, charge and spin at 96.9 kJ/mol. As for the multiplicity: 3.

Geometry (Å):
S1 -1.421134 -1.993010 -0.415222
O1 1.132589 1.234665 -0.782431
Cl1 -2.075576 0.929380 -1.006029
C1 -2.299664 -1.121086 0.571007
O2 -3.007746 0.998092 1.357908
H1 0.677473 1.916276 -0.219433
C2 -2.516794 0.313043 0.505938
H2 1.558357 1.663325 -1.640988
H3 -2.614594 -1.763486 1.367900

Atoms 1-2, force components in eV/Å:
1.921 -1.633 -2.501
0.859 1.565 -1.772

# 5
Entry from OMol25: C2H3ClO3P as an isolated structure (the ωB97M-V functional and the def2-TZVPD basis).

Its HOMO-LUMO gap (spin up / spin down) is 6.0 / 6.0 eV. As for the total charge: -1. The lowest unoccupied orbital energy (spin up / spin down) comes out at 0.1218 / 0.1218 Ha. Its highest occupied orbital energy (spin up / spin down) is -2.703 / -2.701 eV. The calculation puts the energy above the lowest of the compared OMol25 structures with the same formula, charge and spin at 360.3 kJ/mol. As for the multiplicity: 1.

Geometry (Å):
O1 -0.373946 1.321358 1.063960
O2 -0.808492 -0.625365 -0.801302
O3 1.347136 1.320986 -0.897268
H1 1.350125 -1.087740 1.887046
C1 1.649902 -0.551198 0.982278
H2 -2.139550 0.722890 -1.603877
H3 -2.525672 -0.284656 0.007703
Cl1 2.723950 -1.450623 0.007137
C2 -1.856282 -0.025822 -0.886792
P1 0.632826 0.660171 0.241114

Atoms 1-2, force components in eV/Å:
-1.605 0.527 0.776
-0.079 -0.420 -1.764

# 6
Entry from OMol25: C2H3ClO3P as an isolated structure (the ωB97M-V functional and the def2-TZVPD basis).

Its HOMO-LUMO gap is 7.5 eV. As for the total charge: -1. The lowest unoccupied orbital energy comes out at 0.1283 Ha. Its highest occupied orbital energy is -3.969 eV. The calculation puts the energy above the lowest of the compared OMol25 structures with the same formula, charge and spin at 268.5 kJ/mol. As for the multiplicity: 1.

Geometry (Å):
H1 -0.827101 -0.363912 -0.743672
H2 1.453354 0.272311 -0.428328
O1 0.215465 0.595328 3.034684
H3 -1.264010 -0.355280 0.846575
O2 2.327918 1.797418 2.087587
C1 0.948799 0.013303 0.406653
O3 -0.773012 1.465973 0.041422
Cl1 1.752523 -1.438791 0.898535
P1 1.083066 1.034368 1.968483
C2 -0.545828 0.108948 0.145935

Atoms 1-2, force components in eV/Å:
0.069 -1.141 -2.125
1.527 1.792 -2.322

# 7
Entry from OMol25: one molecule with the formula C2H3ClS (the ωB97M-V functional and the def2-TZVPD basis).

Its HOMO-LUMO gap (spin up / spin down) is 7.7 / 7.7 eV. As for the total charge: 0. The lowest unoccupied orbital energy (spin up / spin down) comes out at -0.0075 / -0.0088 Ha. Its highest occupied orbital energy (spin up / spin down) is -7.945 / -7.947 eV. The calculation puts the energy above the lowest of the compared OMol25 structures with the same formula, charge and spin at 276.7 kJ/mol. As for the multiplicity: 1.

Geometry (Å):
H1 -1.766944 -0.350433 -0.345327
H2 -1.876410 1.307516 -0.064213
S1 0.337075 1.005146 0.031061
C1 1.082598 -0.465390 0.267167
H3 0.557090 -1.428230 -0.076862
C2 -1.191950 0.427912 0.024958
Cl1 2.858539 -0.496518 0.163214

Atoms 1-2, force components in eV/Å:
0.227 -2.295 -0.560
0.545 -0.478 0.416

# 8
Entry from OMol25: one molecule with the formula C2H3F2I (the ωB97M-V functional and the def2-TZVPD basis).

As for the SMILES: CC(F)(F)I. Its HOMO-LUMO gap is 8.6 eV. As for the total charge: 0. The lowest unoccupied orbital energy comes out at -0.0337 Ha. Its highest occupied orbital energy is -9.479 eV. The calculation puts the energy above the lowest of the compared OMol25 structures with the same formula, charge and spin at 88.3 kJ/mol. As for the multiplicity: 1.

Geometry (Å):
I1 3.526127 0.362521 -0.183793
H1 -0.127008 -0.366288 -1.002963
C1 1.383538 -1.025567 0.109413
F1 1.447696 -1.931465 -0.905006
H2 -0.428137 -0.407128 0.815871
C2 0.213266 -0.097559 -0.058421
H3 0.456151 1.051281 -0.018453
F2 1.555513 -1.715363 1.246873

Atoms 1-2, force components in eV/Å:
-1.727 -1.196 0.292
-1.275 -0.176 -1.518

# 9
Entry from OMol25: one molecule with the formula C2H3F2N (the ωB97M-V functional and the def2-TZVPD basis).

As for the SMILES: [H]/N=C(\F)CF. Its HOMO-LUMO gap is 11.8 eV. As for the total charge: 0. The lowest unoccupied orbital energy comes out at 0.0353 Ha. Its highest occupied orbital energy is -10.793 eV. The calculation puts the energy above the lowest of the compared OMol25 structures with the same formula, charge and spin at 0.8 kJ/mol. As for the multiplicity: 1.

Geometry (Å):
N1 -1.018641 -0.383176 -1.165683
H1 -1.093327 -0.612791 -2.125112
C1 0.059209 -0.211846 -0.596171
H2 0.643992 1.288045 0.965523
H3 0.960113 -0.357193 1.364616
F1 1.245551 -0.355452 -1.077803
C2 0.167117 0.347986 0.965798
F2 -0.964014 0.284427 1.668830

Atoms 1-2, force components in eV/Å:
-0.849 0.450 1.084
0.470 -0.523 -1.037

# 10
Entry from OMol25: a 2-piece molecular cluster, C2H3F2NO overall (the ωB97M-V functional and the def2-TZVPD basis).

Its HOMO-LUMO gap is 10.6 eV. As for the total charge: 0. The lowest unoccupied orbital energy comes out at 0.0151 Ha. Its highest occupied orbital energy is -10.190 eV. The calculation puts the energy above the lowest of the compared OMol25 structures with the same formula, charge and spin at 812.0 kJ/mol. As for the multiplicity: 1.

Geometry (Å):
H1 2.660841 -0.721818 -0.625342
F1 -2.325480 -1.215379 -1.184732
C1 0.984617 0.711002 -0.342180
H2 -0.935481 -0.017890 -1.636798
F2 -2.697107 0.890122 -1.449775
C2 1.650071 -0.601282 -0.125569
O1 1.773516 0.657087 0.583141
N1 -1.972117 -0.121300 -1.954176
H3 1.116766 -1.248031 0.462520

Atoms 1-2, force components in eV/Å:
-1.788 -0.862 0.469
-0.277 -0.399 0.450

# 11
Entry from OMol25: one molecule with the formula C2H3F2NO2 (the ωB97M-V functional and the def2-TZVPD basis).

As for the SMILES: O=C(NO)C(F)F. Its HOMO-LUMO gap is 9.6 eV. As for the total charge: 0. The lowest unoccupied orbital energy comes out at 0.0150 Ha. Its highest occupied orbital energy is -9.229 eV. The calculation puts the energy above the lowest of the compared OMol25 structures with the same formula, charge and spin at 205.2 kJ/mol. As for the multiplicity: 1.

Geometry (Å):
O1 0.206376 0.892535 -1.219412
F1 -1.895411 -1.010844 0.816852
O2 1.975795 0.288838 0.746644
H1 0.369796 0.135540 1.845016
C1 -1.708575 0.211353 0.215224
H2 2.529796 -0.343300 0.189417
C2 -0.304966 0.366849 -0.332115
H3 -1.598686 0.962801 1.028327
F2 -2.595096 0.386720 -0.804918
N1 0.737625 -0.280768 1.001022

Atoms 1-2, force components in eV/Å:
0.211 0.609 -1.619
-0.027 1.043 -0.759

# 12
Entry from OMol25: C2H3F2NO2 as an isolated structure (the ωB97M-V functional and the def2-TZVPD basis).

Its HOMO-LUMO gap is 10.0 eV. As for the total charge: 0. The lowest unoccupied orbital energy comes out at 0.0057 Ha. Its highest occupied orbital energy is -9.893 eV. The calculation puts the energy above the lowest of the compared OMol25 structures with the same formula, charge and spin at 162.0 kJ/mol. As for the multiplicity: 1.

Geometry (Å):
F1 -0.967485 0.753411 -0.134915
O1 -1.094288 -1.533030 0.452137
C1 1.793319 1.373468 -1.078320
F2 -1.084118 0.287252 1.841482
O2 2.063850 2.462278 -0.787929
H1 -1.047858 -1.868950 1.336283
H2 0.933747 -0.465546 -1.358537
N1 1.679649 0.214960 -1.388915
C2 -0.296893 0.009805 0.824542
H3 -1.979923 -1.233650 0.294169

Atoms 1-2, force components in eV/Å:
0.602 -0.531 -0.483
0.638 -0.709 -1.174

Summary of strongest force on any atom in eV Å⁻¹
3.87, 3.61, 4.21, 3.63, 5.24, 4.33, 5.20, 3.59, 4.91, 3.72, 5.75, 1.98
(order as listed above)